# 1
A molecular structure, C21H37BaClN3O7S, computed with ωB97M-V/def2-TZVPD.

CARTESIAN COORDINATES (ANGSTROEM)
O  0.585  -1.897  -1.048
C  1.787  -2.464  -1.270
C  1.974  -3.761  -0.456
C  1.304  -3.959  0.752
H  0.608  -3.203  1.110
C  1.518  -5.133  1.489
H  0.947  -5.285  2.405
C  2.445  -6.080  1.043
H  2.647  -6.972  1.637
C  3.132  -5.871  -0.162
H  3.861  -6.598  -0.522
C  2.882  -4.718  -0.913
H  3.380  -4.546  -1.873
H  1.874  -2.738  -2.347
C  3.144  -0.433  -2.133
C  2.935  -1.449  -1.049
H  4.227  -0.277  -2.308
H  2.676  0.547  -1.917
H  2.706  -0.819  -3.062
C  3.641  -1.454  0.090
C  4.635  -0.429  0.509
H  3.484  -2.249  0.822
H  5.593  -0.905  0.767
H  4.254  0.088  1.402
H  4.812  0.326  -0.267
Ba  0.041  0.343  0.397
Cl  2.097  1.718  2.224
C  -0.871  3.173  1.898
O  -1.334  2.864  0.792
N  -1.193  4.245  2.621
C  -2.116  5.245  2.113
C  -0.540  4.513  3.890
H  -0.095  2.559  2.388
H  -2.491  4.927  1.135
H  -1.596  6.208  2.022
H  -2.942  5.371  2.827
H  0.033  3.625  4.176
H  -1.290  4.751  4.656
H  0.157  5.358  3.796
H  -3.117  -4.778  -0.250
H  -4.297  -2.704  1.296
C  -2.225  -4.202  0.034
C  -3.259  -2.339  1.332
N  -2.528  -2.787  0.149
H  -1.454  -4.331  -0.734
C  -2.312  -1.960  -0.891
O  -2.358  -0.717  -0.833
H  -3.246  -1.247  1.390
H  -2.048  -2.480  -1.833
H  -1.855  -4.579  0.992
H  -2.783  -2.753  2.228
H  -0.874  3.293  -4.760
H  -2.046  1.043  -5.689
C  -0.022  2.620  -4.597
C  -1.141  0.528  -5.339
N  -0.496  1.283  -4.276
H  0.590  2.995  -3.774
C  -0.334  0.768  -3.052
O  0.283  1.352  -2.133
H  -1.411  -0.460  -4.940
H  -0.791  -0.231  -2.914
H  0.561  2.572  -5.521
H  -0.445  0.407  -6.183
C  0.026  0.049  4.775
S  -0.882  -0.746  3.459
O  -1.738  -1.720  4.123
O  -1.582  0.353  2.744
O  0.136  -1.349  2.551
H  0.360  -0.762  5.436
H  -0.686  0.700  5.294
H  0.874  0.615  4.364

* E_HOMO (spin up / spin down): -0.173 / -0.173 Eh
* relative energy (zero: lowest compared OMol25 entry of this formula, charge and spin): 0.000 eV
* HOMO-LUMO gap (spin up / spin down): 6.9 / 7.0 eV
* LUMO (spin up / spin down): 2.19 / 2.33 eV
* total charge: -1
* total energy: -65238.46585 eV
* strongest force on any atom: 0.038 Eh/bohr

How is the electron density shared among the atoms? According to Löwdin, the charges in e are:
1. O -0.388
2. C -0.494
3. C -0.179
4. C -0.040
5. H 0.086
6. C -0.086
7. H 0.098
8. C -0.122
9. H 0.086
10. C -0.109
11. H 0.087
12. C -0.053
13. H 0.110
14. H 0.121
15. C -0.065
16. C -0.254
17. H 0.078
18. H 0.070
19. H 0.072
20. C -0.123
21. C -0.114
22. H 0.113
23. H 0.069
24. H 0.022
25. H 0.063
26. Ba 1.813
27. Cl -0.313
28. C -0.411
29. O -0.122
30. N -0.185
31. C -0.043
32. C -0.044
33. H -0.015
34. H 0.085
35. H 0.086
36. H 0.086
37. H 0.084
38. H 0.087
39. H 0.090
40. H 0.082
41. H 0.091
42. C -0.050
43. C -0.031
44. N -0.171
45. H 0.089
46. C -0.348
47. O -0.138
48. H 0.080
49. H 0.137
50. H 0.091
51. H 0.073
52. H 0.092
53. H 0.089
54. C -0.033
55. C -0.050
56. N -0.190
57. H 0.089
58. C -0.298
59. O -0.182
60. H 0.092
61. H 0.127
62. H 0.086
63. H 0.089
64. C -0.167
65. S 0.358
66. O -0.360
67. O -0.487
68. O -0.527
69. H 0.060
70. H 0.059
71. H -0.003

---

# 2
6 unconnected molecules or ions with the total composition C21H37BrNO20S5, computed with ωB97M-V/def2-TZVPD.

CARTESIAN COORDINATES (ANGSTROEM)
C  1.676  -0.042  -3.347
C  0.828  -1.298  -3.543
C  0.776  -2.074  -4.719
C  -0.010  -3.239  -4.811
C  -0.777  -3.664  -3.709
C  -0.733  -2.913  -2.524
C  -1.484  -3.299  -1.260
N  -1.081  -4.629  -0.655
C  0.314  -5.093  -0.928
C  1.453  -4.187  -0.376
C  1.088  -3.328  0.872
Br  2.640  -3.398  2.107
C  0.051  -1.745  -2.460
H  2.247  0.209  -4.254
H  0.996  0.766  -3.023
H  2.355  -0.250  -2.487
H  1.388  -1.773  -5.576
H  -0.049  -3.856  -5.714
H  -1.397  -4.577  -3.728
H  -2.554  -3.401  -1.538
H  -1.438  -2.486  -0.520
H  -1.319  -4.595  0.338
H  -1.705  -5.338  -1.063
H  0.487  -5.323  -1.992
H  0.413  -6.071  -0.411
H  2.302  -4.845  -0.119
H  1.816  -3.508  -1.168
H  0.228  -3.687  1.455
H  1.023  -2.272  0.574
H  0.054  -1.164  -1.524
C  -6.567  -4.668  -3.767
C  -5.986  -3.292  -3.521
O  -4.591  -3.529  -3.272
S  -4.110  -4.798  -4.136
O  -3.493  -4.329  -5.322
O  -3.467  -5.718  -3.253
O  -5.558  -5.367  -4.511
H  -6.732  -5.204  -2.830
H  -7.496  -4.631  -4.330
H  -6.447  -2.789  -2.676
H  -6.069  -2.660  -4.408
C  1.426  -0.486  4.511
C  2.171  0.377  3.514
O  1.141  1.033  2.769
S  -0.128  1.293  3.720
O  -0.069  2.625  4.200
O  -1.280  0.768  3.075
O  0.299  0.297  4.917
H  1.052  -1.400  4.043
H  2.038  -0.745  5.372
H  2.810  -0.206  2.854
H  2.769  1.141  4.015
C  -3.027  3.627  6.365
C  -2.270  4.489  5.379
O  -3.290  5.136  4.606
S  -4.580  5.388  5.532
O  -4.540  6.723  6.014
O  -5.716  4.852  4.872
O  -4.168  4.406  6.740
H  -3.381  2.705  5.896
H  -2.431  3.380  7.241
H  -1.612  3.908  4.739
H  -1.691  5.262  5.891
C  5.754  2.067  -3.023
C  5.304  3.271  -2.223
O  4.390  2.741  -1.254
S  4.852  1.254  -0.848
O  5.595  1.321  0.356
O  3.739  0.383  -1.005
O  5.875  1.012  -2.063
H  5.001  1.775  -3.758
H  6.704  2.234  -3.525
H  4.816  4.022  -2.840
H  6.139  3.728  -1.688
C  1.986  6.482  1.180
C  1.459  5.528  0.127
O  1.538  4.235  0.736
S  1.291  4.381  2.322
O  -0.069  4.083  2.600
O  2.365  3.746  3.000
O  1.487  5.975  2.421
H  3.078  6.466  1.219
H  1.644  7.502  1.023
H  2.044  5.555  -0.789
H  0.411  5.731  -0.104

* E_HOMO: -0.438 Eh
* HOMO-LUMO gap: 9.1 eV
* LUMO: -2.85 eV
* total charge: +1
* total energy: -189024.52587 eV
* strongest force on any atom: 0.048 Eh/bohr

How is the electron density shared among the atoms? According to Löwdin, the charges in e are:
1. C -0.034
2. C -0.240
3. C -0.020
4. C -0.038
5. C -0.058
6. C -0.229
7. C -0.066
8. N 0.068
9. C -0.118
10. C -0.243
11. C -0.553
12. Br 0.677
13. C -0.016
14. H 0.082
15. H 0.095
16. H 0.057
17. H 0.117
18. H 0.118
19. H 0.090
20. H 0.127
21. H 0.135
22. H 0.169
23. H 0.172
24. H 0.136
25. H 0.141
26. H 0.088
27. H 0.113
28. H 0.055
29. H 0.055
30. H 0.127
31. C -0.150
32. C -0.150
33. O -0.206
34. S 0.599
35. O -0.198
36. O -0.247
37. O -0.172
38. H 0.137
39. H 0.143
40. H 0.141
41. H 0.139
42. C -0.173
43. C -0.164
44. O -0.198
45. S 0.625
46. O -0.263
47. O -0.215
48. O -0.179
49. H 0.101
50. H 0.140
51. H 0.116
52. H 0.134
53. C -0.163
54. C -0.163
55. O -0.185
56. S 0.610
57. O -0.220
58. O -0.223
59. O -0.189
60. H 0.134
61. H 0.136
62. H 0.091
63. H 0.140
64. C -0.160
65. C -0.161
66. O -0.191
67. S 0.612
68. O -0.202
69. O -0.244
70. O -0.180
71. H 0.130
72. H 0.140
73. H 0.137
74. H 0.137
75. C -0.162
76. C -0.166
77. O -0.187
78. S 0.631
79. O -0.229
80. O -0.206
81. O -0.175
82. H 0.134
83. H 0.138
84. H 0.131
85. H 0.135

---

# 3
A molecular structure, C21H37ClGdN3O7S, computed with ωB97M-V/def2-TZVPD.

CARTESIAN COORDINATES (ANGSTROEM)
O  -3.470  0.594  -0.731
C  -2.776  1.248  -1.457
C  -2.165  0.882  -2.805
C  -1.249  -0.104  -3.221
H  -0.507  -0.465  -2.508
C  -1.303  -0.582  -4.547
H  -0.647  -1.399  -4.872
C  -2.227  -0.022  -5.459
H  -2.299  -0.391  -6.498
C  -3.066  1.053  -5.049
H  -3.796  1.504  -5.743
C  -2.975  1.518  -3.753
H  -3.591  2.337  -3.399
H  -2.545  2.414  -1.245
C  -0.790  3.135  0.057
C  -0.174  1.926  -0.605
H  -1.093  3.811  -0.765
H  0.056  3.602  0.660
H  -1.696  3.099  0.720
C  0.559  2.064  -1.698
C  1.318  3.326  -2.110
H  0.698  1.327  -2.537
H  0.901  3.762  -3.020
H  2.292  2.932  -2.406
H  1.418  4.106  -1.350
Gd  1.099  0.670  0.752
Cl  2.837  2.512  0.683
C  3.633  -0.819  1.559
O  2.413  -0.897  1.889
N  4.609  -1.116  2.394
C  4.252  -1.403  3.775
C  5.960  -1.140  1.870
H  3.945  -0.481  0.569
H  3.163  -1.468  3.833
H  4.591  -0.588  4.429
H  4.700  -2.357  4.076
H  5.839  -1.250  0.784
H  6.528  -1.976  2.285
H  6.486  -0.189  2.034
H  -3.681  -3.301  -1.275
H  -1.810  -4.691  -0.535
C  -2.952  -2.482  -1.352
C  -1.122  -3.843  -0.469
N  -1.913  -2.630  -0.355
H  -3.463  -1.524  -1.230
C  -1.643  -1.598  0.457
O  -0.516  -1.186  0.791
H  -0.457  -3.990  0.379
H  -2.529  -1.061  0.826
H  -2.516  -2.527  -2.363
H  -0.542  -3.844  -1.399
H  -1.065  2.020  5.674
H  -3.475  0.894  5.100
C  -1.208  2.510  4.702
C  -3.387  1.481  4.178
N  -1.988  1.643  3.831
H  -0.235  2.745  4.271
C  -1.453  0.963  2.824
O  -0.205  0.884  2.656
H  -3.886  0.954  3.363
H  -2.212  0.526  2.134
H  -1.797  3.425  4.838
H  -3.828  2.472  4.310
C  2.098  -3.075  -0.374
S  2.188  -1.773  -1.623
O  3.562  -1.292  -1.650
O  1.637  -2.241  -2.878
O  1.262  -0.706  -1.035
H  3.084  -3.253  0.071
H  1.707  -3.979  -0.853
H  1.416  -2.698  0.395

* E_HOMO (spin up / spin down): -0.260 / -0.249 Eh
* 2S+1: 8
* relative energy (zero: lowest compared OMol25 entry of this formula, charge and spin): 4.346 eV
* HOMO-LUMO gap (spin up / spin down): 7.3 / 6.8 eV
* LUMO (spin up / spin down): 0.18 / -0.01 eV
* total energy: -85372.14257 eV
* strongest force on any atom: 0.075 Eh/bohr

How is the electron density shared among the atoms? According to Löwdin, the charges in e are:
1. O 0.032
2. C -0.245
3. C -0.175
4. C -0.043
5. H 0.084
6. C -0.058
7. H 0.110
8. C -0.076
9. H 0.103
10. C -0.081
11. H 0.106
12. C -0.068
13. H 0.112
14. H 0.134
15. C -0.174
16. C -0.452
17. H 0.078
18. H 0.072
19. H 0.074
20. C -0.281
21. C -0.122
22. H 0.107
23. H 0.070
24. H 0.071
25. H 0.052
26. Gd 1.258
27. Cl -0.082
28. C -0.325
29. O -0.184
30. N -0.163
31. C -0.012
32. C -0.020
33. H 0.114
34. H 0.088
35. H 0.101
36. H 0.095
37. H 0.098
38. H 0.095
39. H 0.100
40. H 0.091
41. H 0.093
42. C -0.042
43. C -0.034
44. N -0.160
45. H 0.072
46. C -0.261
47. O -0.109
48. H 0.087
49. H 0.125
50. H 0.097
51. H 0.091
52. H 0.102
53. H 0.100
54. C -0.013
55. C -0.032
56. N -0.179
57. H 0.097
58. C -0.251
59. O -0.153
60. H 0.094
61. H 0.139
62. H 0.096
63. H 0.094
64. C -0.135
65. S 0.466
66. O -0.345
67. O -0.331
68. O -0.537
69. H 0.064
70. H 0.055
71. H 0.027

---

# 4
A molecular structure, C21H37CuN5O3S2Si, computed with ωB97M-V/def2-TZVPD.

CARTESIAN COORDINATES (ANGSTROEM)
Cu  0.208  -0.774  0.407
N  -3.802  0.785  0.260
C  -2.490  0.492  0.336
S  -2.024  -1.155  0.092
N  -1.697  1.523  0.598
N  -0.414  1.154  0.672
C  0.495  2.026  0.887
C  1.870  1.533  0.968
C  2.952  2.353  1.254
C  4.215  1.786  1.332
C  4.366  0.426  1.123
C  3.238  -0.327  0.832
N  2.029  0.216  0.759
H  -4.449  0.083  -0.046
H  -4.081  1.751  0.288
H  0.258  3.078  1.008
H  2.800  3.413  1.408
H  5.075  2.406  1.552
H  5.335  -0.051  1.173
H  3.279  -1.392  0.632
C  -3.300  -4.344  -1.906
C  -1.848  -4.800  -1.897
C  -1.082  -4.144  -3.038
C  -1.775  -6.321  -2.002
O  -1.320  -4.407  -0.621
Si  0.226  -4.170  -0.119
S  1.146  -2.428  -0.819
O  0.169  -4.167  1.521
C  -0.766  -4.778  2.418
C  -1.025  -6.234  2.032
C  -2.066  -3.982  2.425
C  -0.106  -4.718  3.790
O  1.048  -5.469  -0.698
C  2.372  -5.972  -0.538
C  3.036  -5.905  -1.908
C  2.247  -7.419  -0.075
C  3.172  -5.164  0.480
H  -3.789  -4.643  -2.837
H  -3.352  -3.259  -1.810
H  -3.839  -4.793  -1.069
H  -1.538  -4.426  -3.990
H  -0.038  -4.469  -3.044
H  -1.104  -3.057  -2.940
H  -2.203  -6.663  -2.948
H  -2.336  -6.780  -1.185
H  -0.737  -6.649  -1.942
H  -1.453  -6.293  1.032
H  -1.723  -6.694  2.735
H  -0.093  -6.805  2.047
H  -2.548  -4.025  1.447
H  -1.868  -2.933  2.663
H  -2.743  -4.394  3.177
H  0.833  -5.275  3.779
H  -0.761  -5.145  4.553
H  0.111  -3.679  4.045
H  2.450  -6.477  -2.632
H  4.049  -6.313  -1.874
H  3.083  -4.867  -2.245
H  1.601  -7.975  -0.756
H  1.816  -7.465  0.927
H  3.229  -7.898  -0.052
H  3.298  -4.134  0.141
H  4.158  -5.615  0.613
H  2.661  -5.152  1.446
C  0.649  -0.347  5.285
C  0.431  -0.733  3.897
N  0.270  -1.061  2.811
H  0.401  0.704  5.423
H  1.692  -0.509  5.551
H  0.018  -0.950  5.936

* E_HOMO (spin up / spin down): -0.276 / -0.282 Eh
* 2S+1: 2
* relative energy (zero: lowest compared OMol25 entry of this formula, charge and spin): 0.091 eV
* HOMO-LUMO gap (spin up / spin down): 7.1 / 7.2 eV
* LUMO (spin up / spin down): -0.40 / -0.43 eV
* total energy: -110164.71740 eV
* strongest force on any atom: 0.004 Eh/bohr

How is the electron density shared among the atoms? According to Löwdin, the charges in e are:
1. Cu 0.017
2. N 0.076
3. C -0.820
4. S 0.717
5. N -0.007
6. N -0.109
7. C -0.069
8. C -0.249
9. C -0.017
10. C -0.056
11. C -0.045
12. C -0.114
13. N 0.029
14. H 0.084
15. H 0.099
16. H 0.126
17. H 0.114
18. H 0.110
19. H 0.107
20. H 0.078
21. C -0.035
22. C -0.640
23. C -0.045
24. C -0.027
25. O -0.175
26. Si -0.139
27. S 0.440
28. O -0.158
29. C -0.634
30. C -0.017
31. C -0.040
32. C -0.031
33. O -0.159
34. C -0.653
35. C -0.028
36. C -0.025
37. C -0.045
38. H 0.086
39. H 0.060
40. H 0.087
41. H 0.089
42. H 0.074
43. H 0.077
44. H 0.087
45. H 0.083
46. H 0.074
47. H 0.070
48. H 0.090
49. H 0.077
50. H 0.067
51. H 0.058
52. H 0.087
53. H 0.084
54. H 0.086
55. H 0.062
56. H 0.087
57. H 0.085
58. H 0.083
59. H 0.087
60. H 0.073
61. H 0.086
62. H 0.050
63. H 0.089
64. H 0.080
65. C -0.043
66. C -0.199
67. N 0.203
68. H 0.086
69. H 0.087
70. H 0.088